1.
# C3H4AgBF10N3O4S3

A molecular structure, C3H4AgBF10N3O4S3 (the ωB97M-V functional and the def2-TZVPD basis, OMol25).

Geometry as XYZ:
```
29
Properties=species:S:1:pos:R:3:nbo_charge:R:1
Ag -0.43198 -0.31670 0.60839 0.848
F 0.81859 -4.83948 -0.72697 -0.317
C 0.37960 -3.70388 -1.28136 0.717
F -0.88044 -3.50909 -0.89737 -0.310
F 0.40949 -3.84375 -2.60557 -0.312
S 1.46436 -2.31288 -0.74633 2.252
O 1.24699 -2.20998 0.67587 -0.960
O 2.76967 -2.61899 -1.23881 -0.903
N 0.65944 -1.14932 -1.49330 -1.294
S 1.38933 0.14201 -2.10070 2.256
O 0.41520 1.19082 -2.11906 -0.932
O 2.71159 0.38110 -1.62031 -0.908
C 1.58049 -0.33586 -3.87066 0.710
F 2.38588 -1.38828 -3.99976 -0.310
F 2.10179 0.68517 -4.55880 -0.318
F 0.39546 -0.63990 -4.40390 -0.315
F 0.12814 1.56289 4.06270 -0.569
B 0.43490 2.40660 2.99392 1.353
F 0.39100 1.65483 1.77808 -0.599
F -0.61254 3.39898 2.89927 -0.598
F 1.65198 3.02445 3.13547 -0.547
N -2.42891 2.31224 1.02651 -0.787
C -2.61499 1.20830 1.76156 0.343
N -2.60648 1.34682 3.08700 -0.773
S -2.88261 -0.32347 1.03555 -0.413
H -1.89503 3.06177 1.45534 0.432
H -2.29424 2.15871 0.04073 0.413
H -2.14044 2.15756 3.47817 0.429
H -2.54623 0.49933 3.62431 0.413
```

Properties
calculated total energy	-80202.655	eV
charge	-1
energy above the lowest of the compared OMol25 structures with the same formula, charge and spin	0.0	kcal per mole
frontier orbital gap	0.339	Eh
highest occupied orbital energy	-6.54	eV

***

2.
# C21H18FN3O4

A single C21H18FN3O4 molecule in a non-equilibrium geometry (the ωB97M-V functional and the def2-TZVPD basis, OMol25).

Geometry as XYZ:
```
47
Properties=species:S:1:pos:R:3:nbo_charge:R:1
C -2.28987 -3.97399 1.54641 -0.261
O -2.46963 -3.51748 2.86926 -0.474
C -2.09801 -2.28955 3.25813 0.410
C -2.25235 -2.05561 4.63829 -0.327
C -1.84556 -0.85945 5.16804 0.076
N -1.30117 0.11170 4.44397 -0.509
C -1.15940 -0.08379 3.15270 0.557
O -0.59158 0.86454 2.38372 -0.491
C -0.31727 2.14075 2.84157 0.276
C -1.10281 2.82966 3.75334 -0.204
C -0.76619 4.12985 4.08871 -0.214
C 0.33448 4.74519 3.51865 -0.225
C 1.10510 4.05691 2.59623 -0.198
C 0.78315 2.75729 2.25497 -0.250
C -1.53896 -1.27229 2.47972 -0.329
C -1.42027 -1.26678 0.99225 0.690
O -2.36016 -1.39511 0.23706 -0.600
N -0.13980 -1.06535 0.54629 -0.610
C 0.17353 -0.90304 -0.78442 0.160
N 1.37467 -0.63406 -1.08163 -0.142
O 1.80219 -0.46384 -2.35615 -0.353
C 0.88263 -0.59251 -3.42611 -0.106
C 1.61073 -0.36505 -4.72209 -0.120
C 2.87046 0.21254 -4.78250 -0.176
C 3.49709 0.40866 -6.00169 -0.222
C 2.87369 0.03446 -7.17952 -0.194
C 1.61523 -0.54187 -7.14342 -0.279
C 1.00710 -0.73186 -5.91877 0.402
F -0.22259 -1.29686 -5.88079 -0.329
H -1.25391 -3.84534 1.21871 0.176
H -2.95438 -3.46084 0.84799 0.215
H -2.53261 -5.03552 1.57519 0.200
H -2.68355 -2.83299 5.24532 0.234
H -1.94182 -0.64364 6.22254 0.200
H -1.96175 2.35449 4.19666 0.232
H -1.37623 4.66546 4.80057 0.214
H 0.58908 5.75898 3.78836 0.214
H 1.96134 4.53155 2.14107 0.216
H 1.36899 2.20809 1.53370 0.225
H 0.60813 -0.89855 1.20459 0.423
H -0.67750 -1.03557 -1.44955 0.208
H 0.07229 0.14754 -3.32534 0.191
H 0.43002 -1.59533 -3.42813 0.193
H 3.35200 0.49757 -3.86148 0.234
H 4.47814 0.85733 -6.03046 0.217
H 3.36339 0.18866 -8.12865 0.217
H 1.10399 -0.84496 -8.04329 0.230
```

Properties
calculated total energy	-37444.769	eV
charge	0
energy above the lowest of the compared OMol25 structures with the same formula, charge and spin	0.0	kcal per mole
frontier orbital gap	0.347	Eh
highest occupied orbital energy	-8.74	eV
structure (SMILES)	COc1ccnc(Oc2ccccc2)c1C(=O)N/C=N/OCc1ccccc1F

***

3.
# C2H14NO5

5 unconnected molecules or ions with the total composition C2H14NO5 in a non-equilibrium geometry (the ωB97M-V functional and the def2-TZVPD basis, OMol25).

Geometry as XYZ:
```
22
Properties=species:S:1:pos:R:3:nbo_charge:R:1
O -1.00385 -1.27041 2.51233 -0.499
C -0.64411 -0.43124 1.68476 0.368
C 0.64614 -0.54160 1.05960 -0.303
N 0.91201 -1.98494 0.35925 -0.674
H -1.34831 0.44152 1.60076 0.205
H 0.85448 0.31458 0.36994 0.276
H 1.45614 -0.42706 1.76245 0.245
H 0.71396 -1.94634 -0.60451 0.454
H 1.82511 -2.35555 0.58935 0.440
H 0.24530 -2.55437 0.91823 0.457
H 0.74608 2.60044 2.25687 0.461
H -0.19018 3.63119 1.82926 0.472
O -0.24814 2.75554 2.08356 -0.928
H -1.21850 -0.49102 -1.80540 0.503
H -2.65771 -0.57352 -0.88212 0.516
O -1.65576 -0.69178 -0.94005 -1.008
H 0.89784 1.88282 -3.93427 0.503
H 0.51452 0.51021 -4.57535 0.497
O 0.40422 1.04358 -3.76490 -0.952
H 1.01008 0.25204 -2.47269 0.516
H 1.33027 1.22276 -1.14653 0.488
O 1.18163 0.31606 -1.50181 -1.035
```

Properties
calculated total energy	-14020.732	eV
charge	+1
energy above the lowest of the compared OMol25 structures with the same formula, charge and spin	50.9	kcal per mole
frontier orbital gap	0.382	Eh
highest occupied orbital energy	-13.82	eV

***

4.
# C5H9P

A single C5H9P molecule in a non-equilibrium geometry (the ωB97M-V functional and the def2-TZVPD basis, OMol25).

Geometry as XYZ:
```
15
Properties=species:S:1:pos:R:3:nbo_charge:R:1
C -0.81910 -0.73863 -0.46742 -0.348
C -0.86268 0.57993 -0.59354 0.187
C 0.37380 -1.62759 -0.17224 -0.726
C 1.99316 0.23488 0.95793 -0.844
C -1.54197 1.76294 -0.92118 -0.725
P 1.14075 -1.17108 1.37312 0.697
H -1.71755 -1.21010 -0.14271 0.197
H 0.10086 -2.61235 -0.26830 0.232
H 1.09231 -1.50059 -0.88778 0.236
H 2.85759 0.06113 0.20498 0.223
H 2.25144 0.91089 1.79705 0.214
H -1.24009 1.89475 -1.87399 0.240
H -1.13645 2.47099 -0.31849 0.232
H -2.55902 1.88336 -0.88429 0.220
H 0.06696 -0.93854 2.19688 -0.034
```

Properties
calculated total energy	-14613.602	eV
charge	0
energy above the lowest of the compared OMol25 structures with the same formula, charge and spin	108.8	kcal per mole
frontier orbital gap (spin up / spin down)	0.286 / 0.278	Eh
highest occupied orbital energy (spin up / spin down)	-7.72 / -7.05	eV

***

5.
# C5H9NO

A single C5H9NO molecule in a non-equilibrium geometry (the ωB97M-V functional and the def2-TZVPD basis, OMol25).

Geometry as XYZ:
```
16
Properties=species:S:1:pos:R:3:nbo_charge:R:1
C -1.12505 -0.80141 0.84224 -0.592
C -0.26458 0.22140 0.07003 -0.187
C -0.28836 -0.04146 -1.45933 -0.587
C -0.71123 1.59362 0.38376 0.290
N -0.91729 2.69130 0.68958 -0.327
C 1.22925 0.19189 0.62480 -0.038
O 2.05797 -0.74896 -0.00301 -0.698
H -0.67997 -1.79295 0.71670 0.223
H -1.13189 -0.55761 1.90920 0.221
H -2.16974 -0.84609 0.50971 0.221
H -1.04115 -0.78341 -1.73802 0.228
H 0.65694 -0.47865 -1.79417 0.184
H -0.43574 0.86527 -2.05025 0.234
H 1.65738 1.20599 0.57723 0.177
H 1.18009 -0.10419 1.67679 0.190
H 1.98339 -0.61473 -0.95527 0.461
```

Properties
calculated total energy	-8867.777	eV
charge	0
energy above the lowest of the compared OMol25 structures with the same formula, charge and spin	33.1	kcal per mole
frontier orbital gap	0.420	Eh
highest occupied orbital energy	-10.82	eV
structure (SMILES)	CC(C)(C#N)CO

***

6.
# C5H11NO2

A gas-phase ion, C5H11NO2 (charge -1) in a non-equilibrium geometry (the ωB97M-V functional and the def2-TZVPD basis, OMol25).

Geometry as XYZ:
```
19
Properties=species:S:1:pos:R:3:nbo_charge:R:1
C 0.54697 0.29225 -0.44849 -0.615
C 1.37379 0.54961 0.80040 -0.448
C 2.16985 -0.67599 1.11280 -0.088
O 1.86530 -0.99477 2.51251 -0.752
C -0.76659 -0.42421 0.01192 0.669
N -2.04927 0.02631 -0.46802 -0.658
C -2.26951 0.66020 -1.86140 -1.021
O -0.78139 -1.21031 0.86490 -0.663
H 1.15242 -0.37967 -1.10301 0.218
H 0.28669 1.30497 -0.91046 0.219
H 0.55820 0.63750 1.71805 0.214
H 1.88154 1.50107 0.64898 0.213
H 3.27560 -0.71605 1.00202 0.178
H 1.74949 -1.39168 0.36745 0.167
H 0.85522 -1.20062 2.44235 0.485
H -2.79592 -0.42446 -0.05974 0.376
H -3.10222 1.28629 -1.92617 0.178
H -1.42812 1.34223 -2.14796 0.172
H -2.52207 -0.18268 -2.55613 0.156
```

Properties
calculated total energy	-10945.764	eV
charge	-1
multiplicity	2
energy above the lowest of the compared OMol25 structures with the same formula, charge and spin	47.8	kcal per mole
frontier orbital gap (spin up / spin down)	0.092 / 0.350	Eh
highest occupied orbital energy (spin up / spin down)	1.14 / -5.96	eV

***

> Among the records above, which one has the highest energy above the lowest of the compared OMol25 structures with the same formula, charge and spin?

C5H9P

***

Please write out number 1 again, unchanged.
# C3H4AgBF10N3O4S3

A molecular structure, C3H4AgBF10N3O4S3 (the ωB97M-V functional and the def2-TZVPD basis, OMol25).

Geometry as XYZ:
```
29
Properties=species:S:1:pos:R:3:nbo_charge:R:1
Ag -0.43198 -0.31670 0.60839 0.848
F 0.81859 -4.83948 -0.72697 -0.317
C 0.37960 -3.70388 -1.28136 0.717
F -0.88044 -3.50909 -0.89737 -0.310
F 0.40949 -3.84375 -2.60557 -0.312
S 1.46436 -2.31288 -0.74633 2.252
O 1.24699 -2.20998 0.67587 -0.960
O 2.76967 -2.61899 -1.23881 -0.903
N 0.65944 -1.14932 -1.49330 -1.294
S 1.38933 0.14201 -2.10070 2.256
O 0.41520 1.19082 -2.11906 -0.932
O 2.71159 0.38110 -1.62031 -0.908
C 1.58049 -0.33586 -3.87066 0.710
F 2.38588 -1.38828 -3.99976 -0.310
F 2.10179 0.68517 -4.55880 -0.318
F 0.39546 -0.63990 -4.40390 -0.315
F 0.12814 1.56289 4.06270 -0.569
B 0.43490 2.40660 2.99392 1.353
F 0.39100 1.65483 1.77808 -0.599
F -0.61254 3.39898 2.89927 -0.598
F 1.65198 3.02445 3.13547 -0.547
N -2.42891 2.31224 1.02651 -0.787
C -2.61499 1.20830 1.76156 0.343
N -2.60648 1.34682 3.08700 -0.773
S -2.88261 -0.32347 1.03555 -0.413
H -1.89503 3.06177 1.45534 0.432
H -2.29424 2.15871 0.04073 0.413
H -2.14044 2.15756 3.47817 0.429
H -2.54623 0.49933 3.62431 0.413
```

Properties
calculated total energy	-80202.655	eV
charge	-1
energy above the lowest of the compared OMol25 structures with the same formula, charge and spin	0.0	kcal per mole
frontier orbital gap	0.339	Eh
highest occupied orbital energy	-6.54	eV

***

> The highest calculated total energy belongs to which entry?

C5H9NO